Molecular formula: C3H6N2S3
Method: DFT, wB97M-V/def2-TZVPD

Kohn-Sham gap (spin up / spin down) ... 7.3 / 6.5 eV
2S+1 ... 3
HOMO level (spin up / spin down) ... -6.77 / -8.59 eV
⟨S²⟩ ... 2.015
Total charge ... 0

Cartesian coordinates (Å):
1 C 1.7318 0.4851 -1.6334
2 S 1.8518 0.1236 0.1236
3 H -2.7023 -1.7628 0.1799
4 S -1.6806 0.3437 -0.4583
5 H 2.4422 -0.2583 -2.1678
6 N -0.2441 -0.4363 1.6616
7 S -0.4222 2.2557 1.6184
8 N -0.7797 -1.4580 1.2956
9 H 0.6857 0.2310 -1.9697
10 H 2.2007 1.4487 -1.8618
11 H -1.1434 -2.0124 -0.6793
12 C -0.5163 0.6839 0.9007
13 H 0.1432 1.8465 2.8808
14 C -1.5667 -1.4904 0.1098

Here is what natural (NBO) gives for the atomic charges, in e: C -0.833; S 0.209; H 0.235; S 0.133; H 0.243; N -0.193; S 0.090; N -0.185; H 0.236; H 0.253; H 0.213; C -0.234; H 0.173; C -0.340


Molecular formula: C3H6N3
Method: DFT, wB97M-V/def2-TZVPD

Kohn-Sham gap ... 9.6 eV
HOMO level ... -14.34 eV
Total charge ... +1

Cartesian coordinates (Å):
1 H -2.3299 0.8906 0.0440
2 C 0.1454 0.9812 0.3964
3 H 2.2513 -1.2731 -0.8763
4 N -0.6047 -0.0491 -0.0103
5 C 1.5015 0.5906 0.2376
6 H -0.1326 -1.9260 -1.0248
7 H -0.2451 1.9285 0.7462
8 C 1.4144 -0.7089 -0.3998
9 H 2.3337 1.1964 0.3923
10 H -2.5832 -0.5268 1.1833
11 N 0.1683 -1.0237 -0.5690
12 N -1.9192 -0.0797 -0.1197

Here is what natural (NBO) gives for the atomic charges, in e: H 0.404; C 0.036; H 0.275; N 0.004; C -0.279; H 0.483; H 0.268; C 0.064; H 0.266; H 0.337; N -0.292; N -0.567


Molecular formula: C3H6N3
Method: DFT, wB97M-V/def2-TZVPD

Kohn-Sham gap ... 9.8 eV
HOMO level ... -16.50 eV
SMILES ... C[N+]1=NN=CC1
Total charge ... +1

Cartesian coordinates (Å):
1 C -0.6070 -1.1363 0.7088
2 H -1.6359 -1.5479 0.6451
3 H -0.3280 -0.9861 1.6690
4 C -0.4037 0.5499 -1.1436
5 N -0.6945 0.1793 0.2050
6 N -0.8294 2.3055 0.3153
7 H 0.6398 0.0549 -1.4404
8 C -0.5537 2.0660 -0.9810
9 H -0.3177 2.8336 -1.7450
10 H -1.2375 0.0936 -1.8534
11 N -0.9391 1.1495 0.9659
12 H 0.0774 -1.7996 0.0432

Here is what natural (NBO) gives for the atomic charges, in e: C -0.426; H 0.259; H 0.254; C -0.395; N -0.010; N -0.220; H 0.336; C 0.182; H 0.276; H 0.335; N 0.156; H 0.254


Molecular formula: C3H6N3
Method: DFT, wB97M-V/def2-TZVPD

Kohn-Sham gap ... 9.2 eV
HOMO level ... -15.06 eV
SMILES ... C=CN(C)[N+]#N
Total charge ... +1

Cartesian coordinates (Å):
1 H -1.7527 -1.5133 0.1031
2 H 2.1647 0.9559 0.2135
3 N 0.0699 0.4114 0.2199
4 C 1.1757 1.4164 0.1933
5 H -0.9361 -2.7600 -0.7472
6 H 1.1368 1.9627 -0.6716
7 N -2.0290 0.3148 1.2247
8 H 0.7696 -0.8728 -1.4382
9 C -0.9019 -1.7294 -0.4498
10 H 1.2034 2.1339 1.0856
11 C 0.0736 -0.8429 -0.6112
12 N -0.9739 0.5233 0.8780

Here is what natural (NBO) gives for the atomic charges, in e: H 0.199; H 0.258; N -0.170; C -0.423; H 0.269; H 0.236; N 0.233; H 0.269; C -0.348; H 0.267; C -0.053; N 0.263


Molecular formula: C3H6N3O
Method: DFT, wB97M-V/def2-TZVPD

Kohn-Sham gap ... 11.1 eV
HOMO level ... -15.25 eV
SMILES ... O=CN1C=NC[NH2+]1
Total charge ... +1

Cartesian coordinates (Å):
1 C 0.2786 1.2457 -0.7291
2 H 0.0564 -1.7313 0.4405
3 H -0.1744 -1.5570 -1.8836
4 C -0.4804 -0.7144 -1.3636
5 O 0.9885 -0.4093 2.4693
6 N 0.2168 0.4992 0.5720
7 H 1.2012 1.6069 2.0410
8 N -0.4372 -0.7749 0.1799
9 C 0.8385 0.6016 1.8219
10 H 0.4926 2.2021 -0.5554
11 H -1.4653 -0.7501 0.4291
12 N 0.0310 0.5701 -1.7465
13 H -1.5463 -0.7887 -1.6755

Here is what natural (NBO) gives for the atomic charges, in e: C 0.301; H 0.491; H 0.249; C -0.100; O -0.509; N -0.323; H 0.188; N -0.402; C 0.526; H 0.222; H 0.460; N -0.339; H 0.235


Molecular formula: C3H6N3O
Method: DFT, wB97M-V/def2-TZVPD

Kohn-Sham gap ... 8.6 eV
HOMO level ... -14.56 eV
Total charge ... +1

Cartesian coordinates (Å):
1 H 0.0244 -0.8350 -2.3362
2 O -0.9880 0.2377 1.8740
3 N 1.8668 0.8429 1.0874
4 H 1.5453 -1.2447 -1.4847
5 N 1.2140 0.7686 0.0911
6 C -2.0295 -0.2459 1.9710
7 H 1.5416 0.7496 2.0852
8 H 1.4332 -0.2505 -2.9396
9 C 0.8678 0.6637 -1.0946
10 C 0.9836 -0.5191 -2.0521
11 H -3.9292 -1.0454 2.0961
12 H 0.5178 1.6154 -1.6496
13 N -3.0477 -0.7374 2.3521

Here is what natural (NBO) gives for the atomic charges, in e: H 0.265; O -0.594; N -0.113; H 0.244; N 0.102; C 0.866; H 0.442; H 0.266; C 0.123; C -0.621; H 0.441; H 0.290; N -0.712


Molecular formula: C3H6N3S
Method: DFT, wB97M-V/def2-TZVPD

Kohn-Sham gap ... 10.0 eV
HOMO level ... -14.38 eV
SMILES ... Cn1ncc[n+]1S
Total charge ... +1

Cartesian coordinates (Å):
1 S 2.1114 -0.3819 -0.6678
2 H 2.5973 0.6528 -1.0950
3 H -1.4994 -2.2481 -0.2233
4 C 0.2817 1.6126 -0.0625
5 C -1.0055 1.6947 0.3385
6 H 0.8648 2.3155 -0.6239
7 C -0.5358 -1.9171 0.2365
8 H 0.3379 -2.2363 -0.3314
9 N -0.3767 -0.4023 0.3301
10 N -1.3281 0.3978 0.5519
11 H -0.4579 -2.3483 1.2794
12 H -1.7271 2.5034 0.3389
13 N 0.7374 0.3573 -0.0714

Here is what natural (NBO) gives for the atomic charges, in e: S 0.363; H 0.119; H 0.280; C 0.016; C -0.079; H 0.254; C -0.422; H 0.233; N 0.076; N -0.100; H 0.261; H 0.280; N -0.280


Molecular formula: C3H6N4
Method: DFT, wB97M-V/def2-TZVPD

Kohn-Sham gap ... 8.7 eV
HOMO level ... -7.97 eV
Total charge ... 0

Cartesian coordinates (Å):
1 H 2.2271 1.1780 1.5941
2 N 1.7852 0.7891 0.7709
3 N -0.6683 0.1222 -0.3918
4 H 1.8620 1.3275 -0.0786
5 C 0.6551 0.1103 0.9398
6 H 0.0977 0.9950 -2.0904
7 H 0.2173 -0.7841 -2.0765
8 N -1.5212 -0.6788 0.1938
9 H -1.3566 -0.0026 -2.3202
10 C -1.1677 -1.0001 1.3877
11 H -1.7962 -1.5655 2.0439
12 C -0.4062 0.0727 -1.7903
13 N 0.0717 -0.5638 1.8176

Here is what natural (NBO) gives for the atomic charges, in e: H 0.405; N -0.819; N -0.283; H 0.408; C 0.563; H 0.194; H 0.185; N -0.241; H 0.221; C 0.122; H 0.193; C -0.419; N -0.529


no.,DFT total energy (Eh)
1,-1421.79751
2,-281.78137
3,-281.80323
4,-281.77074
5,-357.06804
6,-357.05456
7,-680.00948
8,-336.86478